Entry one
# H22O11

A 11-piece molecular cluster, H22O11 overall (ωB97M-V/def2-TZVPD, the Open Molecules 2025 dataset).

Properties
* spin multiplicity: 1
* HOMO: -9.98 eV
* LUMO level: -0.25 eV
* Kohn-Sham gap: 9.73 eV
* structure (SMILES): O.O.O.O.O.O.O.O.O.O.O

Structure (XYZ):
```
33
Properties=species:S:1:pos:R:3:nbo_charge:R:1
H -0.82586 0.12151 -1.37347 0.49
H 0.30819 0.70937 -0.54983 0.46
H 2.72427 4.32083 -1.26293 0.46
H 2.77800 5.48331 -0.28528 0.47
H -2.58197 -0.13693 0.89134 0.47
H -2.28852 0.28429 2.32191 0.46
H -4.37920 0.04342 -1.23074 0.46
H -4.14581 1.45961 -0.73077 0.48
H -0.78632 2.22897 -2.20909 0.47
H 0.68983 2.04831 -1.89546 0.47
H 0.89791 -0.26219 2.97738 0.47
H -0.33102 0.22450 3.72764 0.46
H -2.96288 -1.56434 -1.54943 0.45
H -1.58139 -1.98989 -1.07992 0.47
H 1.50347 -3.52922 -2.25383 0.47
H 2.77289 -4.22824 -1.79559 0.46
H 2.82202 2.44211 1.70839 0.47
H 3.37747 1.77712 2.95711 0.46
H -2.99080 -3.64184 0.13383 0.47
H -1.95832 -2.59802 0.52686 0.46
H 3.01611 -1.14931 1.53740 0.46
H 2.91350 -1.45795 0.05273 0.48
O -0.15316 -0.11830 -0.72619 -0.96
O 3.23294 5.11110 -1.04914 -0.93
O -2.07477 0.50000 1.40716 -0.93
O -3.93534 0.53986 -0.53394 -0.95
O -0.08786 1.56491 -2.19632 -0.93
O -0.01592 -0.49805 3.17301 -0.92
O -2.07483 -1.75284 -1.87321 -0.93
O 2.23875 -4.06017 -2.58009 -0.94
O 3.53090 2.51580 2.35727 -0.93
O -2.20005 -3.51982 0.67125 -0.92
O 2.56774 -0.86793 0.73194 -0.94
```



Entry two
# H22O11

A 11-piece molecular cluster, H22O11 overall (ωB97M-V/def2-TZVPD, the Open Molecules 2025 dataset).

Properties
* spin multiplicity: 1
* HOMO: -10.51 eV
* LUMO level: -0.28 eV
* Kohn-Sham gap: 10.23 eV
* structure (SMILES): O.O.O.O.O.O.O.O.O.O.O

Structure (XYZ):
```
33
Properties=species:S:1:pos:R:3:nbo_charge:R:1
O 3.78298 -3.80254 0.57945 -0.95
H 3.59306 -3.71752 1.53583 0.46
H 3.78075 -2.84917 0.39106 0.48
O -3.55420 0.58572 -3.59508 -0.94
H -4.39584 0.73070 -3.20057 0.47
H -3.00817 -0.02226 -3.13247 0.47
O -0.90395 0.41089 -4.31750 -0.96
H -0.04270 0.64750 -4.62225 0.49
H -1.11575 -0.51185 -4.17282 0.47
O 0.83253 -0.11460 -2.28225 -0.94
H 0.17266 0.13800 -1.65055 0.47
H 0.73532 -1.10066 -2.34601 0.49
O -2.57667 -0.49378 2.72574 -0.93
H -3.38202 -0.00716 2.56268 0.47
H -2.17404 -0.37468 1.86658 0.47
O 1.38777 2.59430 3.54592 -0.92
H 1.63650 2.98390 2.69475 0.48
H 2.12432 2.08942 3.89344 0.49
O 1.53024 1.49207 1.19893 -0.98
H 1.15236 1.87726 2.07891 0.46
H 0.67991 1.43819 0.74838 0.47
O 3.29919 0.35208 -1.34906 -0.96
H 2.33064 0.55300 -1.51116 0.49
H 3.35731 0.80825 -0.49746 0.45
O 3.36273 -1.18435 1.50210 -0.96
H 4.20027 -0.68699 1.20798 0.47
H 2.90494 -0.48807 1.97533 0.48
O -4.32952 1.81656 1.86092 -0.95
H -4.71676 2.67021 1.74661 0.48
H -3.62045 1.99301 2.51471 0.47
O -2.58292 -1.89549 -0.06065 -0.95
H -2.49348 -2.80196 -0.38911 0.48
H -3.50775 -1.70784 -0.24933 0.47
```



Entry three
# H22O11

A 11-piece molecular cluster, H22O11 overall (ωB97M-V/def2-TZVPD, the Open Molecules 2025 dataset).

Properties
* spin multiplicity: 1
* HOMO: -10.01 eV
* LUMO level: -0.55 eV
* Kohn-Sham gap: 9.46 eV
* structure (SMILES): O.O.O.O.O.O.O.O.O.O.O

Structure (XYZ):
```
33
Properties=species:S:1:pos:R:3:nbo_charge:R:1
H 0.94195 -0.06116 -0.17680 0.47
H -0.41494 -0.59481 -0.60588 0.46
H -1.66076 -1.82176 -1.87205 0.47
H -1.68526 -0.94412 -3.11269 0.48
H -0.05081 4.74816 -2.20855 0.46
H -0.98532 3.93698 -1.32609 0.47
H -3.42423 -2.23897 0.85776 0.46
H -4.93895 -2.30724 0.96257 0.47
H -3.15773 3.51967 -0.01223 0.47
H -4.00675 2.98103 -1.15200 0.47
H 2.71876 -0.51012 3.35011 0.45
H 2.73404 0.24158 2.02922 0.47
H 1.13325 -0.23351 4.43247 0.45
H -0.18217 -0.68561 3.81983 0.48
H 4.18382 -0.70312 -1.06287 0.47
H 2.86353 -0.74615 -0.31120 0.45
H -0.90990 0.74963 -3.36097 0.46
H 0.54678 0.64211 -3.78117 0.46
H -0.39884 0.39400 0.92804 0.51
H -0.68925 -1.09382 1.03802 0.45
H 2.42608 -4.34163 1.20434 0.46
H 2.99290 -3.23275 0.33305 0.46
O 0.14170 0.19073 -0.65129 -0.92
O -1.60352 -0.90163 -2.15326 -0.95
O -0.95747 4.42526 -2.15664 -0.93
O -4.22628 -2.17717 0.32683 -0.93
O -3.16253 2.85029 -0.70570 -0.94
O 3.20568 -0.43990 2.52128 -0.92
O 0.25178 -0.54370 4.66867 -0.93
O 3.63744 -0.19036 -0.45663 -0.93
O -0.19834 1.25342 -3.77191 -0.93
O -0.02438 -0.43112 1.25659 -0.97
O 3.18139 -3.74811 1.12543 -0.92
```



Entry four
# H22O11

A 11-piece molecular cluster, H22O11 overall (ωB97M-V/def2-TZVPD, the Open Molecules 2025 dataset).

Properties
* spin multiplicity: 1
* HOMO: -11.42 eV
* LUMO level: 0.11 eV
* Kohn-Sham gap: 11.53 eV
* structure (SMILES): O.O.O.O.O.O.O.O.O.O.O

Structure (XYZ):
```
33
Properties=species:S:1:pos:R:3:nbo_charge:R:1
O -13.85282 19.59641 -4.10675 -0.93
H -14.07199 20.10556 -4.88710 0.47
H -12.91056 19.72230 -3.99487 0.47
O -4.92803 13.80269 -3.52417 -0.94
H -5.30073 13.91439 -4.39873 0.47
H -5.67113 13.54756 -2.97741 0.47
O -8.08456 19.15555 -3.84097 -0.94
H -7.80172 19.91617 -3.33334 0.47
H -7.34087 18.95664 -4.40982 0.47
O -12.28741 15.01058 4.84036 -0.94
H -12.85074 14.26353 5.04239 0.47
H -12.01038 14.86456 3.93583 0.47
O -9.03143 12.58987 -0.94599 -0.94
H -8.87876 11.93373 -0.26598 0.47
H -9.18014 13.40393 -0.46494 0.47
O -9.12387 17.17198 0.43717 -0.94
H -8.72363 17.68548 1.13887 0.47
H -8.68145 17.46727 -0.35863 0.47
O -3.65800 18.90128 1.65786 -0.94
H -4.03125 18.55015 2.46633 0.47
H -3.21513 18.15493 1.25405 0.47
O -10.09843 18.39147 7.25630 -0.94
H -10.46035 17.77801 6.61683 0.47
H -10.38566 18.05188 8.10388 0.47
O -11.45295 14.40968 -5.51173 -0.93
H -10.53518 14.22277 -5.70919 0.46
H -11.41985 15.07248 -4.82192 0.47
O -10.12977 23.58399 4.08759 -0.94
H -10.59366 24.00872 4.80915 0.47
H -10.12663 22.65497 4.31809 0.47
O -6.03926 17.27230 5.28469 -0.94
H -6.45173 18.00378 5.74408 0.47
H -5.40514 16.92267 5.91069 0.47
```



Which of them is most stable, and which least? Most stable: entry four; least stable: entry three.



Entry one
# H22O11

H22O11 as an isolated structure (ωB97M-V/def2-TZVPD, the Open Molecules 2025 dataset).

Properties
* spin multiplicity: 1
* HOMO: -8.33 eV
* LUMO level: -0.32 eV
* Kohn-Sham gap: 8.00 eV

Structure (XYZ):
```
33
Properties=species:S:1:pos:R:3:nbo_charge:R:1
H 0.26550 0.79540 -0.88000 0.46
H -0.33974 -0.52171 -1.33708 0.47
H 0.61723 -3.45842 -1.45745 0.47
H 0.75960 -1.96570 -1.70560 0.46
H -4.77251 1.48467 -1.35820 0.47
H -3.71576 1.36135 -2.44361 0.47
H 0.58304 -0.17319 3.17069 0.48
H 0.13427 -1.60231 2.91333 0.48
H -1.77274 -0.39806 2.44974 0.48
H -1.33286 1.03364 2.70817 0.46
H -0.54970 3.62565 0.41178 0.46
H -1.18213 3.47599 -0.96215 0.47
H -2.06975 -0.30480 -1.24643 0.41
H -2.69149 -0.73654 0.07155 0.47
H 3.12259 -0.82253 -1.89310 0.46
H 3.96968 0.41042 -2.16200 0.47
H -3.70060 -2.40326 -0.30266 0.46
H -2.56617 -2.53173 0.70064 0.44
H 3.29673 -0.41355 1.03519 0.47
H 4.42466 -1.42996 1.10385 0.47
H 4.18288 1.65431 0.88483 0.49
H 3.22292 2.70141 0.34436 0.46
O 0.25081 -0.14614 -0.67438 -0.93
O 0.39265 -2.60047 -1.07998 -0.93
O -3.92956 1.85471 -1.64368 -0.94
O -0.19868 -0.69948 2.96839 -0.95
O -2.11820 0.47699 2.65932 -0.95
O -1.06240 4.10939 -0.24559 -0.93
O -2.51991 -1.04564 -0.82511 -0.92
O 4.03815 -0.53257 -1.97472 -0.93
O -2.77824 -2.67307 -0.22890 -0.87
O 4.25156 -0.49718 0.93371 -0.94
O 3.78817 1.97239 0.06506 -0.95
```



Entry two
# H22O11

A 11-piece molecular cluster, H22O11 overall (ωB97M-V/def2-TZVPD, the Open Molecules 2025 dataset).

Properties
* spin multiplicity: 1
* HOMO: -9.10 eV
* LUMO level: -0.50 eV
* Kohn-Sham gap: 8.60 eV
* structure (SMILES): O.O.O.O.O.O.O.O.O.O.O

Structure (XYZ):
```
33
Properties=species:S:1:pos:R:3:nbo_charge:R:1
H -0.76475 0.90530 1.23859 0.45
H -1.35348 -0.13381 0.18338 0.49
H 2.85613 -0.94094 -1.93458 0.46
H 3.90145 -1.80713 -2.72549 0.46
H -4.89959 0.68366 2.79992 0.47
H -3.44666 0.53143 3.29903 0.46
H 1.14041 2.46373 -1.70932 0.46
H 0.07571 1.99269 -0.88298 0.49
H 2.89618 -0.84918 3.11219 0.48
H 2.69534 -0.26348 1.59804 0.48
H 0.81276 3.92549 1.61851 0.49
H 0.00954 2.65016 1.34638 0.45
H -3.36556 1.71380 -0.85841 0.46
H -3.33281 3.12472 -0.74135 0.46
H -0.16032 -1.73460 2.65755 0.46
H 0.54483 -2.96302 2.37169 0.46
H 3.31608 1.18791 -2.93628 0.48
H 2.57496 1.09187 -1.48313 0.50
H 1.07793 -2.91225 -0.96383 0.45
H 1.72742 -1.69175 -0.90549 0.44
H -2.75742 -4.24069 -1.36654 0.47
H -4.02924 -3.52478 -1.70278 0.47
O -0.56132 0.38790 0.45972 -0.94
O 2.95454 -1.65467 -2.49205 -0.93
O -4.25104 1.09796 3.33753 -0.93
O 0.95696 1.72258 -1.22312 -0.94
O 3.27926 -0.47275 2.29025 -0.96
O 0.20605 3.44720 1.00923 -0.94
O -3.94388 2.48084 -1.00041 -0.92
O 0.26555 -2.10567 1.87616 -0.92
O 3.42711 1.16865 -2.00113 -0.99
O 1.26500 -2.16414 -1.54745 -0.89
O -3.53807 -3.80905 -0.96062 -0.94
```



Which of them is most stable, and which least? Most stable: entry two; least stable: entry one.



Entry one
# H22O11

A 11-piece molecular cluster, H22O11 overall (ωB97M-V/def2-TZVPD, the Open Molecules 2025 dataset).

Properties
* spin multiplicity: 1
* HOMO: -9.77 eV
* LUMO level: -0.23 eV
* Kohn-Sham gap: 9.54 eV
* structure (SMILES): O.O.O.O.O.O.O.O.O.O.O

Structure (XYZ):
```
33
Properties=species:S:1:pos:R:3:nbo_charge:R:1
H -0.19032 -0.31726 0.33960 0.46
H -1.00026 -0.99501 -0.75512 0.46
H -0.90402 2.63357 -3.18333 0.47
H -1.28437 3.53832 -1.98782 0.47
H -3.14522 0.25255 1.02611 0.47
H -2.83664 0.56644 -0.51884 0.46
H 2.42493 0.45207 2.98164 0.47
H 2.54825 1.98911 2.60255 0.46
H 2.27233 -2.70714 2.20791 0.47
H 3.65476 -3.34941 1.79784 0.48
H -4.41302 0.38750 -2.05678 0.45
H -5.29758 -0.38711 -2.74179 0.46
H 1.74802 4.04379 -1.02260 0.47
H 2.21756 3.30692 0.19156 0.45
H 1.42684 -4.52705 0.30844 0.47
H 1.41937 -3.26415 -0.54698 0.48
H 0.30360 1.90032 2.73699 0.46
H -0.47028 2.07992 4.04177 0.47
H -1.81032 -3.18734 -3.40063 0.47
H -1.67349 -1.83484 -2.86160 0.46
H 2.06703 -1.14054 0.38491 0.45
H 2.28851 0.25118 -0.08532 0.47
O -0.61494 -0.14375 -0.53118 -0.91
O -0.55621 3.20786 -2.46246 -0.93
O -2.50797 0.15340 0.23846 -0.94
O 2.82340 1.27700 3.22779 -0.94
O 3.27651 -2.70551 2.37007 -0.95
O -5.31499 0.10320 -1.97206 -0.90
O 1.60804 3.19401 -0.60031 -0.92
O 1.99681 -3.74987 0.05552 -0.95
O -0.56072 2.30038 3.10654 -0.93
O -2.07669 -2.71321 -2.63386 -0.93
O 2.58108 -0.61533 -0.25702 -0.92
```



Entry two
# H22O11

A 11-piece molecular cluster, H22O11 overall (ωB97M-V/def2-TZVPD, the Open Molecules 2025 dataset).

Properties
* spin multiplicity: 1
* HOMO: -10.31 eV
* LUMO level: -0.52 eV
* Kohn-Sham gap: 9.80 eV
* structure (SMILES): O.O.O.O.O.O.O.O.O.O.O

Structure (XYZ):
```
33
Properties=species:S:1:pos:R:3:nbo_charge:R:1
O -0.18472 0.08483 0.70694 -1.00
H -0.47694 -0.76732 0.35133 0.50
H -0.27284 0.70549 -0.03802 0.50
O -0.89158 2.73894 1.40202 -0.99
H -0.84249 1.77008 1.45627 0.50
H -0.83939 3.04794 2.31285 0.49
O -0.86218 -2.34574 -0.95480 -0.96
H -1.14515 -1.78770 -1.69047 0.49
H -1.52386 -3.05062 -0.90821 0.50
O -3.31710 0.81006 0.77513 -0.95
H -3.22600 1.36100 1.56112 0.48
H -3.24596 -0.09396 1.10222 0.47
O 0.19671 -0.97725 3.41144 -0.98
H 0.46754 -1.88585 3.18915 0.49
H 0.00451 -0.57283 2.55556 0.48
O -1.03425 4.12206 -1.04324 -0.98
H -1.85571 4.61059 -0.93055 0.47
H -1.00436 3.50966 -0.28393 0.50
O -0.64338 1.18215 -1.99520 -0.98
H -0.85358 0.67286 -2.78553 0.48
H -1.34966 1.84585 -1.92728 0.51
O 1.71154 -3.20702 -1.63081 -0.96
H 2.03505 -2.58369 -2.28849 0.47
H 0.83942 -2.86269 -1.36044 0.48
O 3.36992 -0.82470 -0.02118 -0.94
H 3.71568 -0.69541 -0.90978 0.47
H 2.48953 -0.43004 -0.04655 0.48
O 2.22422 1.74816 -1.73097 -0.97
H 1.25447 1.73865 -1.74982 0.49
H 2.45115 2.65326 -1.49142 0.47
O 0.64766 -3.33653 1.86565 -0.96
H 1.36386 -3.90142 2.18214 0.48
H 0.79791 -3.27880 0.91488 0.49
```



Entry three
# H22O11

A 11-piece molecular cluster, H22O11 overall (ωB97M-V/def2-TZVPD, the Open Molecules 2025 dataset).

Properties
* spin multiplicity: 1
* HOMO: -8.67 eV
* LUMO level: -0.34 eV
* Kohn-Sham gap: 8.33 eV
* structure (SMILES): O.O.O.O.O.O.O.O.O.O.O

Structure (XYZ):
```
33
Properties=species:S:1:pos:R:3:nbo_charge:R:1
H 0.53049 -0.85791 0.38414 0.42
H -0.21984 0.27213 0.05086 0.45
H -2.39616 -2.29550 0.72570 0.48
H -3.30018 -2.33003 2.02212 0.47
H 3.06389 3.06063 0.35858 0.47
H 1.62806 3.53898 0.71748 0.48
H -3.41920 0.29049 -0.84803 0.50
H -3.72103 -0.04879 -2.39374 0.46
H -0.63483 2.85400 -1.32775 0.50
H 0.59823 2.61129 -0.47398 0.47
H 1.06540 -3.10246 -0.10897 0.45
H 1.77284 -3.21900 1.11803 0.45
H -0.88193 2.42468 0.59399 0.47
H -2.08786 3.20701 0.05211 0.47
H -0.77199 -2.13583 -1.48355 0.46
H -2.24183 -2.14319 -1.08015 0.47
H 3.48569 -1.99873 0.38333 0.48
H 3.47859 -2.13970 -1.24023 0.48
H -0.47600 1.33742 2.54809 0.46
H 0.33532 0.08272 2.80006 0.47
H 2.19815 0.56464 -1.03447 0.46
H 3.11958 -0.14280 -1.92552 0.48
O -0.26353 -0.48030 0.60261 -0.86
O -3.30417 -2.17185 0.99569 -0.96
O 2.34800 2.91079 0.92623 -0.95
O -4.04671 0.41415 -1.64928 -0.96
O -0.07217 3.21331 -0.61831 -0.95
O 1.18072 -3.72349 0.56261 -0.90
O -1.79922 2.35270 0.54975 -0.96
O -1.37569 -1.65733 -0.89574 -0.93
O 3.89977 -1.77233 -0.49535 -0.96
O 0.01679 0.70578 2.11587 -0.93
O 2.29080 0.37853 -1.93220 -0.94
```



Entry four
# H22O11

H22O11 as an isolated structure (ωB97M-V/def2-TZVPD, the Open Molecules 2025 dataset).

Properties
* spin multiplicity: 1
* HOMO: -9.13 eV
* LUMO level: -0.64 eV
* Kohn-Sham gap: 8.49 eV

Structure (XYZ):
```
33
Properties=species:S:1:pos:R:3:nbo_charge:R:1
O 0.89515 -1.83235 2.24628 -0.96
H 1.55098 -1.89824 2.94037 0.45
H 1.26872 -1.21098 1.62131 0.43
O -0.33574 0.26546 0.04980 -0.98
H -0.01312 1.16112 0.14951 0.49
H 0.40350 -0.28586 0.30635 0.45
O -1.56550 -1.80633 0.59804 -0.92
H -0.85558 -1.20972 0.83528 0.46
H -2.36418 -1.33623 0.83752 0.45
O 0.30637 -1.66529 -1.77425 -0.94
H -0.03135 -1.27172 -2.57878 0.46
H 0.01426 -1.07674 -1.07818 0.46
O 0.31265 -2.92653 0.02938 -0.86
H 0.31849 -1.99181 -0.17679 0.43
H 1.23512 -3.15120 0.15108 0.42
O 1.54082 -0.73722 0.45053 -0.87
H 2.10453 -1.51074 0.46165 0.53
H 2.14764 0.00124 0.39888 0.52
O 0.81900 1.58434 1.43509 -0.96
H 1.65279 1.35030 1.84282 0.49
H 0.16568 1.42509 2.11629 0.51
O -0.86400 0.47920 -2.14843 -0.91
H -1.44879 -0.18505 -2.51314 0.47
H -1.41110 0.96998 -1.53519 0.50
O 0.73639 1.67862 -2.03271 -1.02
H 0.37920 0.79695 -1.92646 0.47
H 0.15081 2.23791 -1.52230 0.43
O -1.97015 0.70249 1.39099 -0.98
H -1.17187 0.85024 0.88389 0.45
H -2.59968 0.36396 0.75434 0.45
O -0.67496 3.13431 -0.90863 -0.91
H -0.62627 4.06421 -1.13025 0.50
H -0.06979 3.03060 -0.17430 0.49
```



Which of them is most stable, and which least? Most stable: entry two; least stable: entry four.